ORCA calculation (wB97M-V/def2-TZVPD) on a molecular structure, C57H75BiN3O7P2S.

Geometry as XYZ:
```
146
Properties=species:S:1:pos:R:3:forces:R:3:mulliken_charge:R:1
Bi 0.059392 0.236336 0.205343 0.20 -0.12 0.46 5.04
C 1.691145 -1.061633 4.013039 -0.01 0.16 0.02 -1.83
C 0.758757 0.067330 3.599638 0.05 0.14 0.11 2.55
C 0.021609 0.649530 4.795571 0.03 0.05 -0.06 -1.89
O -0.218010 -0.410635 2.633922 0.14 -0.10 -0.19 0.42
C 1.591283 1.152046 2.904305 -0.07 -0.03 -0.05 -1.32
O 2.348348 1.842770 3.541147 0.05 -0.01 0.05 -0.68
O 1.448161 1.255529 1.604252 0.08 -0.23 -0.16 -0.20
H 1.144121 -1.814484 4.582983 0.03 0.10 -0.05 0.49
H 2.482192 -0.657752 4.642742 0.00 0.02 0.02 0.62
H 2.145898 -1.542036 3.147201 0.03 0.14 0.03 0.02
H -0.464125 -0.147687 5.358557 -0.03 -0.02 0.00 0.52
H -0.734518 1.365849 4.473728 0.02 0.01 0.02 0.08
H 0.733240 1.161004 5.440485 0.00 -0.01 0.03 0.42
H -0.370859 -1.357509 2.796871 -0.07 0.05 0.04 -0.64
C -3.190561 1.253364 2.860248 0.02 -0.10 0.07 -0.85
C -4.145785 0.824316 1.761491 -0.02 -0.02 -0.03 0.45
C -4.894680 -0.447707 2.153809 -0.03 0.06 -0.06 -1.53
C -3.409333 0.667596 0.418569 -0.11 0.11 0.03 0.93
C -4.382966 0.476413 -0.752060 -0.02 0.08 0.05 -0.82
O -4.261692 -0.922956 -1.065097 0.03 -0.10 0.06 -0.45
C -3.232010 -1.396416 -0.339944 -0.06 -0.01 -0.06 0.23
N -2.606434 -0.569695 0.408884 0.12 0.01 -0.01 -0.12
C -3.066850 -2.856524 -0.377245 -0.09 -0.08 -0.05 -0.07
C -4.228054 -3.599348 -0.628898 0.04 0.06 -0.01 -0.87
C -4.222668 -4.976226 -0.533407 0.00 0.02 0.00 -0.85
C -3.051012 -5.633938 -0.188645 0.00 -0.03 0.02 -0.83
C -1.899310 -4.907549 0.045133 0.04 0.04 -0.05 -0.64
C -1.885600 -3.514185 -0.046625 0.15 0.04 -0.03 -0.21
P -0.203616 -2.762690 0.134037 -0.07 -0.21 -0.24 1.87
C 0.581405 -3.725488 -1.214523 0.17 -0.01 0.20 1.45
C 1.598614 -4.662944 -1.055585 -0.10 0.06 0.08 -0.53
C 2.060253 -5.375437 -2.155611 0.04 -0.08 -0.02 -0.64
C 1.513961 -5.164360 -3.411239 -0.01 0.02 0.05 -0.85
C 0.485645 -4.242701 -3.571770 0.02 0.05 0.01 -0.72
C 0.022909 -3.528827 -2.480590 -0.04 0.08 0.02 -1.09
C 0.242495 -3.399550 1.781916 -0.20 -0.01 -0.06 0.51
C 1.530234 -3.740534 2.168681 0.11 -0.21 0.13 -0.77
C 1.771185 -4.224261 3.451805 -0.05 -0.09 -0.27 -0.85
C 0.737075 -4.326643 4.366097 0.04 -0.13 0.06 -1.05
C -0.547272 -3.932707 4.007577 0.06 -0.01 0.04 -0.78
C -0.796800 -3.475289 2.725117 0.00 -0.13 -0.04 -0.49
H -3.715594 1.384799 3.806573 -0.02 0.01 0.01 0.54
H -2.715512 2.198815 2.606068 0.10 0.11 0.02 0.06
H -2.412016 0.501424 3.010084 -0.06 0.06 -0.03 -0.10
H -4.882208 1.621000 1.601295 0.04 0.03 0.00 0.53
H -4.192818 -1.244476 2.403107 0.01 -0.03 0.02 0.12
H -5.553189 -0.807745 1.360455 -0.02 -0.01 0.00 0.41
H -5.513367 -0.258561 3.030120 0.00 -0.01 0.01 0.51
H -2.750356 1.529070 0.273373 -0.05 0.16 -0.04 -0.65
H -4.139807 1.056301 -1.643401 0.02 -0.02 -0.01 0.26
H -5.418278 0.670204 -0.475214 0.01 0.02 -0.02 0.50
H -5.139633 -3.078058 -0.877815 -0.02 0.01 -0.02 0.56
H -5.130814 -5.532852 -0.719260 0.00 0.00 -0.02 0.45
H -3.028241 -6.712445 -0.112232 0.00 -0.01 0.01 0.51
H -0.983933 -5.433534 0.284826 0.02 -0.01 0.00 0.49
H 2.043251 -4.871810 -0.094003 0.12 0.00 0.01 0.29
H 2.851303 -6.100090 -2.014904 0.06 0.04 0.07 0.58
H 1.876048 -5.725979 -4.261932 0.01 -0.01 0.00 0.44
H 0.035767 -4.090621 -4.544469 -0.01 0.00 -0.01 0.53
H -0.802454 -2.835442 -2.609243 -0.01 -0.02 -0.01 0.32
H 2.377296 -3.644863 1.510083 0.12 0.02 -0.25 0.10
H 2.782619 -4.520842 3.692584 0.01 -0.03 0.14 0.56
H 0.927847 -4.709826 5.359675 0.00 0.00 0.01 0.40
H -1.359807 -4.000582 4.719254 0.01 -0.01 0.00 0.50
H -1.813493 -3.224167 2.441922 0.02 0.01 0.01 0.45
N 2.343452 0.084250 -0.606550 -0.11 0.05 0.07 0.37
C 3.264706 -1.018811 -0.375903 -0.05 -0.07 -0.11 0.19
C 3.490781 -1.901151 -1.421991 0.14 -0.01 -0.08 0.18
C 4.375354 -2.948624 -1.255270 -0.08 0.05 -0.03 -1.10
C 4.985238 -3.152439 -0.028317 -0.13 -0.12 0.21 -0.34
C 4.785305 -2.245984 1.006640 0.06 0.04 -0.16 -1.20
C 3.943123 -1.151478 0.826784 -0.14 -0.09 0.02 -0.41
S 5.785756 -4.746440 0.232184 -0.25 -0.17 0.14 1.33
O 6.509861 -4.998793 -0.991778 0.08 0.08 -0.07 -0.73
O 6.566011 -4.582771 1.436985 0.03 0.08 0.02 -0.72
O 4.595451 -5.587625 0.393243 -0.12 0.14 0.02 -0.63
H 2.364493 0.310109 -1.596351 -0.01 0.08 0.08 -0.58
H 2.659967 0.907001 -0.092902 0.08 -0.03 -0.03 0.02
H 2.996010 -1.773152 -2.378120 0.16 -0.04 0.09 0.53
H 4.583333 -3.643605 -2.057844 -0.02 -0.01 -0.02 0.60
H 5.309360 -2.405211 1.940231 0.00 0.00 0.03 0.56
H 3.813701 -0.414652 1.610373 -0.01 0.04 0.06 0.68
C -3.237845 4.059358 -2.555494 0.00 0.06 0.00 0.29
C -3.341476 4.457309 -1.076600 0.06 0.00 -0.03 -0.80
C -2.051487 5.044417 -0.465069 0.02 0.02 0.00 -0.46
C -0.690551 4.697105 -1.123482 0.09 -0.05 0.08 0.54
C -0.777822 4.327514 -2.617279 -0.05 0.06 -0.03 -0.09
C -2.090668 4.780535 -3.247706 0.02 -0.05 0.03 -1.59
P 0.313534 3.461272 -0.161585 -0.03 0.22 -0.13 0.67
C 0.637285 4.233868 1.509553 0.00 -0.13 -0.11 -0.19
C -0.354464 3.784129 2.586365 -0.02 -0.02 0.04 0.41
C 0.103734 4.295550 3.950817 0.00 0.02 -0.01 -1.11
C 0.141311 5.839386 3.986119 -0.02 0.01 -0.03 -0.99
C -0.053450 6.448772 2.597839 0.04 -0.01 0.00 -0.92
C 0.837441 5.775198 1.554015 -0.04 0.03 0.06 -1.09
C 2.010753 3.549430 -0.924913 -0.07 -0.06 0.00 0.57
C 2.151549 2.822486 -2.268322 0.07 0.04 0.00 -0.64
C 3.631370 2.509773 -2.556351 0.00 0.05 -0.02 -0.29
C 4.550606 3.615180 -2.010305 -0.03 0.02 -0.02 -0.89
C 3.827019 4.956094 -2.029354 0.02 -0.01 0.03 -0.96
C 2.632387 4.954126 -1.056329 0.05 -0.01 -0.02 -0.53
H -4.186942 4.247663 -3.059233 0.01 -0.01 0.00 0.50
H -3.047262 2.983843 -2.641674 -0.01 -0.06 -0.01 -0.56
H -3.689364 3.608550 -0.489250 -0.01 -0.14 0.07 -0.07
H -4.117279 5.217174 -0.972572 -0.02 -0.02 0.03 0.48
H -2.024317 4.791712 0.594378 0.00 0.04 0.03 -0.39
H -2.139707 6.131357 -0.493201 0.01 0.00 -0.01 0.56
H -0.102536 5.614159 -1.065494 -0.03 -0.02 -0.02 0.80
H -0.701039 3.243014 -2.753696 0.01 -0.04 -0.01 -0.12
H 0.067555 4.767925 -3.147436 0.01 -0.01 0.00 0.07
H -2.082476 4.555509 -4.315845 -0.01 0.02 0.00 0.53
H -2.209040 5.863327 -3.150547 0.00 0.02 -0.02 0.43
H 1.581608 3.750427 1.781670 0.00 0.04 -0.03 1.11
H -0.424122 2.694822 2.592961 -0.04 -0.01 0.00 -1.06
H -1.358505 4.163312 2.386236 -0.08 -0.06 -0.05 0.45
H 1.094401 3.883334 4.152374 -0.03 0.00 0.01 0.28
H -0.558961 3.912556 4.728956 0.00 0.00 0.01 0.59
H 1.099207 6.173171 4.388961 0.00 0.01 0.01 0.36
H -0.626846 6.225069 4.657498 0.01 0.01 0.01 0.37
H 0.176348 7.515044 2.624882 -0.02 0.01 0.00 0.50
H -1.101629 6.371152 2.295541 -0.01 0.00 -0.01 0.25
H 1.879440 5.984221 1.805158 0.01 0.00 -0.01 0.40
H 0.660945 6.246555 0.588023 0.04 -0.01 0.00 0.31
H 2.603234 2.999100 -0.180837 0.00 0.01 0.00 0.31
H 1.769733 3.468759 -3.059191 -0.04 -0.03 0.00 0.77
H 1.536509 1.918984 -2.308657 -0.05 0.05 -0.06 -0.67
H 3.767712 2.412521 -3.635459 0.01 -0.02 0.00 0.50
H 3.929881 1.552256 -2.119775 0.03 -0.01 -0.02 -0.08
H 5.466732 3.661292 -2.598200 0.01 -0.01 0.02 0.56
H 4.853237 3.385369 -0.985087 0.01 -0.01 0.01 0.29
H 3.485221 5.162899 -3.047210 0.00 0.01 -0.01 0.33
H 4.507248 5.764789 -1.762242 0.00 0.01 -0.02 0.54
H 1.892258 5.675461 -1.409051 0.00 0.00 0.02 -0.04
H 2.963985 5.292483 -0.075073 -0.02 0.01 0.01 0.26
C -0.767310 0.128604 -5.135873 0.00 0.00 0.03 -1.04
C -1.634071 0.650780 -4.187292 -0.01 0.02 -0.01 -0.72
C -1.291152 0.545910 -2.853043 0.03 -0.02 -0.01 -0.07
N -0.172687 -0.047158 -2.426291 -0.14 0.02 -0.07 1.43
C 0.640546 -0.572747 -3.346599 0.04 -0.01 -0.03 -0.57
C 0.391675 -0.496643 -4.704634 -0.04 0.00 0.00 -1.11
H -0.993185 0.204031 -6.190697 -0.01 0.00 -0.01 0.49
H -2.554319 1.141458 -4.471673 -0.01 0.01 -0.01 0.60
H -1.930210 0.962636 -2.084651 -0.07 0.07 0.05 -0.39
H 1.514819 -1.097285 -2.985202 -0.17 0.09 -0.03 0.11
H 1.092458 -0.933212 -5.401437 0.01 -0.01 -0.02 0.65
```
Positions in Å, forces in eV/Å.

**Total charge**: +1
**HOMO**: -9.63 eV
**Orbital gap**: 6.01 eV
**Electronic energy**: -4203.307104 hartree
**Energy above the lowest of the compared OMol25 structures with the same formula, charge and spin**: 12.0 kcal/mol
**Lowest unoccupied orbital energy**: -3.618 eV